Record 1
Molecular formula: C35H73BrCl2N4SSbSiTi
Method: DFT, wB97M-V/def2-TZVPD

Structure (XYZ):
```
119
Properties=species:S:1:pos:R:3:lowdin_spin:R:1
Sb 1.40 0.61 -4.93 0.00
Br -1.71 0.92 1.37 0.00
Ti 2.54 -0.97 -0.02 0.98
Cl 0.77 3.67 0.46 0.00
Cl 0.49 1.58 -1.59 0.00
S 4.23 -2.26 0.90 -0.03
Si -3.54 1.11 2.80 0.00
N 3.00 1.05 0.52 0.00
N 0.96 -1.81 -1.22 0.00
N 3.24 -0.71 -2.04 0.00
N 1.29 -0.64 1.68 0.00
C 3.68 -3.93 1.21 0.00
C 3.08 -2.10 -2.56 0.01
C -0.06 -2.49 -0.36 0.00
C 3.33 -4.30 2.51 0.00
C 2.10 0.17 -6.91 0.00
C 3.28 0.89 1.98 0.00
C -1.14 1.52 -6.47 0.00
C 0.50 -2.95 0.98 0.00
C 3.61 -0.06 -6.95 0.00
C -0.18 3.09 -0.92 0.00
C -5.19 3.29 3.51 0.00
C -3.71 3.69 1.53 0.00
C 0.63 -1.90 2.10 0.00
C 3.18 -6.14 0.43 0.00
C 1.65 -2.63 -2.27 0.00
C 3.64 -4.85 0.18 0.00
C 2.88 -5.59 2.75 0.00
C -3.80 3.00 2.90 0.00
C 1.70 2.75 -4.86 0.00
C -5.42 0.93 0.65 0.00
C -4.91 0.14 1.86 0.00
C 4.63 -0.18 -2.10 0.01
C -6.09 -0.11 2.82 0.00
C -3.85 0.73 5.58 0.00
C -2.93 0.29 4.42 0.00
C -1.49 0.68 4.77 0.00
C 4.10 1.65 -0.29 0.01
C -2.73 3.66 3.79 0.00
C 5.07 0.61 -0.85 0.01
C 2.79 -6.51 1.71 0.00
C -0.72 0.62 -5.31 0.00
C -4.42 -1.22 1.32 0.00
C -2.96 -1.24 4.34 0.00
C 2.08 3.39 -6.20 0.00
C 2.14 0.08 2.67 0.00
H -2.89 4.74 3.78 0.00
H 4.65 2.38 0.30 0.00
H 3.94 -0.28 -7.96 0.00
H 3.25 -2.13 -3.64 0.00
H -1.72 3.47 3.42 0.00
H -2.23 1.49 -6.61 0.00
H -6.91 -0.57 2.26 0.00
H 2.23 4.47 -6.08 0.00
H -3.66 -1.09 0.55 0.00
H 5.37 -0.08 -0.06 0.00
H -0.46 -3.36 -0.90 0.00
H 1.70 -3.67 -1.94 0.00
H -2.79 3.34 4.83 0.00
H 5.99 1.13 -1.13 0.00
H 2.19 1.66 0.44 0.00
H -1.20 0.93 -4.38 0.00
H 3.15 -6.87 -0.38 0.00
H -0.69 1.20 -7.41 0.00
H -6.48 0.82 3.25 0.00
H -5.30 4.37 3.65 0.00
H -4.41 3.30 0.80 0.00
H 3.83 -2.72 -2.08 0.00
H -3.56 0.20 6.49 0.00
H -1.23 0.24 5.74 0.00
H 1.30 3.26 -6.94 0.00
H -4.03 -1.87 2.09 0.00
H -0.36 -1.66 2.49 0.00
H -3.93 4.75 1.67 0.00
H -0.15 -3.74 1.37 0.00
H -2.70 3.62 1.12 0.00
H -2.55 -1.65 5.27 0.00
H 4.72 0.45 -2.99 0.00
H -4.62 1.17 -0.05 0.00
H 3.00 2.97 -6.60 0.00
H -6.00 2.97 2.85 0.00
H -0.78 0.29 4.03 0.00
H 3.91 -0.89 -6.31 0.00
H 2.45 -7.52 1.90 0.00
H 0.53 -0.01 1.42 0.00
H -0.87 2.56 -6.29 0.00
H 3.42 -3.59 3.32 0.00
H 4.16 0.83 -6.62 0.00
H 1.81 0.99 -7.56 0.00
H 0.76 3.17 -4.48 0.00
H -5.27 -1.73 0.85 0.00
H 3.98 -4.58 -0.81 0.00
H -1.34 1.76 4.84 0.00
H 1.05 -2.60 -3.18 0.00
H 4.23 0.37 2.08 0.00
H -3.78 1.80 5.79 0.00
H 2.59 -0.65 3.33 0.00
H 1.45 -3.45 0.81 0.00
H 1.52 0.74 3.28 0.00
H 5.31 -1.01 -2.22 0.00
H 0.48 -1.06 -1.71 0.00
H -5.83 -0.79 3.63 0.00
H -0.89 -1.80 -0.22 0.00
H -2.36 -1.62 3.52 0.00
H 2.64 -0.12 -2.63 0.00
H 1.20 -2.35 2.92 0.00
H -6.15 0.32 0.12 0.00
H -1.02 -0.42 -5.49 0.00
H -1.19 2.88 -0.58 0.00
H 2.61 -5.89 3.76 0.00
H -0.15 3.84 -1.70 0.00
H -5.92 1.85 0.94 0.00
H -5.33 2.81 4.48 0.00
H 3.62 2.20 -1.11 0.00
H 3.37 1.86 2.46 0.00
H 1.57 -0.73 -7.24 0.00
H -4.90 0.49 5.39 0.00
H 2.46 2.95 -4.11 0.00
H -3.97 -1.63 4.24 0.00
```

The charge is +2. Its HOMO energy (spin up / spin down) is -12.95 / -12.95 eV. The value obtained for the energy above the lowest of the compared OMol25 structures with the same formula, charge and spin is 7.6 kcal/mol. Its spin multiplicity is 2. Its orbital gap (spin up / spin down) is 7.693 / 8.050 eV. The expectation value of S² is 0.755.

---

Record 2
Molecular formula: C12H28O8Si
Method: DFT, wB97M-V/def2-TZVPD

Structure (XYZ):
```
49
Properties=species:S:1:pos:R:3:nbo_charge:R:1
Si 0.22 -1.23 -0.09 2.50
O -0.64 -2.47 0.61 -0.91
O 0.08 -0.74 -4.57 -0.53
O 0.29 -1.42 -1.75 -0.90
O 3.29 0.99 1.86 -0.55
O -4.06 -1.48 1.44 -0.54
O 0.07 3.77 -0.08 -0.54
O -0.47 0.20 0.33 -0.94
O 1.72 -1.17 0.65 -0.91
C 3.86 0.89 0.56 -0.27
C -4.69 -0.38 2.05 -0.24
C -0.66 2.58 0.19 -0.08
C -2.67 -1.28 1.28 -0.10
C 3.12 -0.29 2.41 -0.09
C 0.20 1.37 -0.08 -0.09
C 1.76 -0.84 2.02 -0.09
C -0.87 -1.56 -2.44 -0.10
C -2.03 -2.57 0.79 -0.05
C 1.31 -0.51 -3.96 -0.25
C 0.80 4.27 1.02 -0.25
C -0.58 -1.77 -3.93 -0.08
H 1.32 3.50 1.60 0.17
H 3.50 -0.01 0.03 0.20
H 1.50 5.01 0.65 0.19
H -2.48 -2.87 -0.18 0.17
H -1.38 -2.43 -2.02 0.18
H 0.97 -0.11 2.29 0.18
H 1.11 0.02 -3.04 0.17
H 3.95 -0.92 2.06 0.18
H -1.03 2.58 1.24 0.17
H -1.48 -0.67 -2.29 0.17
H -2.50 -0.44 0.62 0.19
H -0.01 -2.65 -4.08 0.17
H -4.33 -0.32 3.09 0.16
H 1.82 -1.47 -3.82 0.17
H 0.10 4.72 1.68 0.16
H -2.20 -3.36 1.53 0.19
H 1.11 1.44 0.50 0.19
H -4.46 0.54 1.50 0.17
H 3.23 -0.18 3.49 0.19
H 0.45 1.28 -1.14 0.18
H -1.52 -1.96 -4.49 0.19
H -5.77 -0.57 2.06 0.20
H 3.53 1.72 -0.04 0.19
H 1.94 0.16 -4.55 0.18
H -2.28 -1.01 2.24 0.16
H -1.56 2.61 -0.45 0.19
H 1.50 -1.76 2.57 0.18
H 4.94 0.81 0.62 0.17
```

The charge is 0. Its HOMO energy is -9.58 eV. The value obtained for the energy above the lowest of the compared OMol25 structures with the same formula, charge and spin is 0.0 kcal/mol. The SMILES is COCCO[Si](OCCOC)(OCCOC)OCCOC. Its orbital gap is 10.337 eV.

---

Record 3
Molecular formula: C2H3O2Pd
Method: DFT, wB97M-V/def2-TZVPD

Structure (XYZ):
```
8
Properties=species:S:1:pos:R:3:nbo_charge:R:1
Pd -0.42 2.13 0.78 1.52
O 0.01 0.67 2.01 -0.46
O 0.13 0.47 -0.15 -0.57
C 0.37 -0.01 1.06 0.67
C -0.13 -0.62 -1.04 0.03
H -0.95 -0.34 -1.70 0.26
H 0.18 -1.26 0.46 0.28
H 0.80 -1.03 -1.42 0.27
```

The charge is +2. Its HOMO energy (spin up / spin down) is -20.76 / -23.24 eV. Its spin multiplicity is 4. Its orbital gap (spin up / spin down) is 9.238 / 7.758 eV. The expectation value of S² is 3.758.

---

Record 4
Molecular formula: C4H12N3
Method: DFT, wB97M-V/def2-TZVPD

Structure (XYZ):
```
19
Properties=species:S:1:pos:R:3:nbo_charge:R:1
N 1.09 0.40 -1.12 -0.49
N -1.09 -0.81 0.95 -0.52
N 0.13 1.13 1.25 -0.74
C -0.81 0.29 1.59 0.39
C -2.23 -1.60 1.32 -0.42
C 2.47 0.08 -1.54 -0.45
C 0.40 1.11 -1.92 0.01
H -2.94 -1.53 0.50 0.22
H 2.64 -1.03 -1.45 0.22
H 0.69 1.34 -2.95 0.19
H -1.54 0.52 2.41 0.22
H -1.94 -2.68 1.40 0.23
H 0.66 0.90 0.37 0.44
H -2.70 -1.29 2.30 0.23
H -0.50 1.63 -1.50 0.18
H 2.59 0.23 -2.67 0.20
H 3.24 0.64 -1.00 0.23
H -0.60 -1.12 0.12 0.44
H 0.44 1.78 1.94 0.43
```

The charge is +1. Its HOMO energy is -14.31 eV. The value obtained for the energy above the lowest of the compared OMol25 structures with the same formula, charge and spin is 40.8 kcal/mol. Its orbital gap is 11.513 eV.

---

Results for energy: -186884.6312 -37156.8373 -9667.5933 -8805.9661 (in eV, following the order of the records).